Record 1
Formula: C3H7O
Source: OMol25
Level of theory: ωB97M-V/def2-TZVPD

Each line ends with the Löwdin charge.
Positions of all 11 atoms, in Å:
C1 -0.88 -0.68 0.64  -0.602
O1 -1.09 -1.68 -0.22  -0.370
C2 0.45 0.07 0.43  -0.312
C3 0.57 0.60 -0.99  -0.163
H1 -1.67 0.14 0.60  0.068
H2 -0.89 -1.00 1.73  0.064
H3 0.51 0.93 1.13  0.079
H4 1.28 -0.61 0.66  0.082
H5 1.52 1.11 -1.13  0.044
H6 0.44 -0.21 -1.70  0.052
H7 -0.24 1.32 -1.15  0.057

Properties
SMILES = CCC[O-]
LUMO energy = 4.74 eV
Net charge = -1
Energy relative to the best compared isomer or geometry (same formula, charge and spin) = 7.0 kcal per mole
HOMO-LUMO gap = 6.754 eV
2S+1 = 1
HOMO energy = -2.018 eV



Record 2
Formula: C60H110O6S2
Source: OMol25
Level of theory: ωB97M-V/def2-TZVPD

Each line ends with the Löwdin charge.
Positions of all 178 atoms, in Å:
O1 -14.02 15.04 30.33  -0.308
S1 -13.48 15.18 28.95  0.721
O2 -12.30 14.38 28.55  -0.315
O3 -14.73 14.91 27.83  -0.298
C1 -16.05 15.30 28.15  -0.283
C2 -16.97 14.12 27.81  -0.057
C3 -13.05 16.94 28.65  -0.073
H1 -16.34 16.14 27.52  0.115
H2 -16.19 15.62 29.19  0.118
H3 -16.76 13.84 26.77  0.053
H4 -18.04 14.34 27.91  0.076
H5 -16.71 13.27 28.44  0.070
H6 -13.87 17.27 28.01  0.059
H7 -12.13 16.83 28.08  0.058
H8 -12.98 17.41 29.63  0.078
O4 -15.98 13.46 24.37  -0.300
S2 -14.98 12.39 24.26  0.662
O5 -15.31 11.08 24.84  -0.328
O6 -14.70 12.09 22.64  -0.288
C4 -14.26 10.82 22.20  -0.264
C5 -14.42 10.66 20.65  -0.027
C6 -13.34 12.88 24.79  -0.081
H9 -14.75 9.96 22.66  0.081
H10 -13.22 10.72 22.52  0.109
H11 -15.43 10.78 20.26  0.060
H12 -14.05 9.67 20.40  0.052
H13 -13.69 11.33 20.19  0.074
H14 -13.49 12.95 25.87  0.059
H15 -13.22 13.88 24.38  0.068
H16 -12.60 12.16 24.48  0.067
C7 -15.26 10.78 28.11  -0.105
C8 -14.31 11.64 28.67  -0.102
C9 -13.73 11.36 29.90  -0.059
C10 -14.13 10.23 30.59  -0.065
C11 -14.91 9.30 29.92  -0.111
C12 -15.49 9.57 28.74  -0.120
H17 -15.90 11.07 27.29  0.064
H18 -14.04 12.50 28.08  0.063
H19 -13.11 12.14 30.32  0.102
H20 -13.87 9.93 31.59  0.108
H21 -15.18 8.35 30.34  0.108
H22 -16.23 8.90 28.34  0.103
C13 -19.64 11.61 26.50  0.010
C14 -18.61 11.12 25.66  0.109
C15 -19.07 10.34 24.59  -0.003
C16 -20.40 10.05 24.37  0.017
C17 -21.36 10.61 25.25  0.068
C18 -20.96 11.38 26.34  -0.016
H23 -19.22 12.21 27.29  0.117
H24 -17.56 11.36 25.74  0.096
H25 -18.38 9.99 23.83  0.118
H26 -20.73 9.39 23.58  0.128
H27 -22.40 10.53 24.96  0.139
H28 -21.66 11.71 27.10  0.135
C19 -11.36 9.35 19.54  -0.110
C20 -12.07 8.40 18.83  -0.089
C21 -12.25 7.19 19.48  -0.088
C22 -11.81 7.00 20.79  -0.090
C23 -11.05 7.99 21.41  -0.118
C24 -10.81 9.16 20.81  -0.104
H29 -11.16 10.30 19.07  0.101
H30 -12.34 8.61 17.80  0.106
H31 -12.64 6.34 18.93  0.102
H32 -11.99 6.05 21.27  0.101
H33 -10.64 7.81 22.39  0.107
H34 -10.18 9.94 21.21  0.106
C25 -11.42 16.34 21.02  -0.116
C26 -10.27 15.70 21.36  -0.091
C27 -10.28 14.37 21.81  -0.076
C28 -11.50 13.73 21.99  -0.094
C29 -12.68 14.36 21.53  -0.075
C30 -12.61 15.66 21.00  -0.085
H35 -11.33 17.39 20.81  0.110
H36 -9.31 16.20 21.28  0.105
H37 -9.34 13.87 21.98  0.101
H38 -11.51 12.72 22.37  0.080
H39 -13.64 13.87 21.64  0.078
H40 -13.52 16.18 20.73  0.093
C31 -10.03 13.98 26.25  -0.137
C32 -9.80 12.64 25.72  -0.286
C33 -10.39 11.55 26.64  -0.197
C34 -10.03 10.12 26.12  -0.202
C35 -10.90 9.00 26.73  -0.244
C36 -12.41 9.20 26.73  -0.105
H41 -11.03 14.25 26.58  0.049
H42 -9.61 14.68 25.53  0.072
H43 -9.28 14.14 27.03  0.084
H44 -10.29 12.66 24.75  0.080
H45 -8.73 12.49 25.58  0.121
H46 -11.47 11.61 26.78  0.081
H47 -9.96 11.57 27.64  0.120
H48 -10.13 10.16 25.04  0.094
H49 -8.97 9.96 26.30  0.107
H50 -10.69 8.06 26.22  0.093
H51 -10.56 8.75 27.74  0.105
H52 -12.82 9.64 25.82  0.060
H53 -12.96 8.26 26.73  0.072
H54 -12.75 9.82 27.56  0.046
C37 -18.84 10.80 20.93  -0.090
C38 -18.84 12.32 21.16  -0.267
C39 -17.95 13.17 20.28  -0.226
C40 -17.88 14.65 20.58  -0.216
C41 -16.90 15.50 19.74  -0.248
C42 -16.73 16.90 20.32  -0.120
H55 -19.10 10.60 19.89  0.069
H56 -19.54 10.37 21.66  0.039
H57 -17.86 10.40 21.19  0.059
H58 -19.85 12.61 20.87  0.104
H59 -18.76 12.58 22.22  0.097
H60 -18.31 13.09 19.26  0.118
H61 -17.01 12.64 20.38  0.100
H62 -18.85 15.15 20.52  0.117
H63 -17.58 14.85 21.61  0.105
H64 -15.90 15.06 19.74  0.096
H65 -17.24 15.59 18.71  0.106
H66 -16.24 17.60 19.63  0.070
H67 -17.66 17.44 20.51  0.074
H68 -16.10 16.87 21.20  0.048
C43 -20.72 6.59 16.59  -0.105
C44 -19.95 7.82 16.09  -0.281
C45 -18.79 8.36 16.90  -0.244
C46 -18.04 9.53 16.30  -0.233
C47 -17.01 10.08 17.27  -0.260
C48 -16.31 11.35 16.68  -0.101
H69 -20.10 5.70 16.58  0.070
H70 -21.61 6.46 15.97  0.066
H71 -21.18 6.83 17.56  0.064
H72 -19.60 7.67 15.07  0.106
H73 -20.69 8.60 15.90  0.103
H74 -18.00 7.62 16.97  0.112
H75 -19.17 8.48 17.92  0.104
H76 -17.50 9.26 15.39  0.119
H77 -18.75 10.28 15.94  0.117
H78 -17.49 10.42 18.19  0.074
H79 -16.20 9.41 17.56  0.102
H80 -17.01 12.18 16.79  0.061
H81 -15.39 11.58 17.23  0.058
H82 -16.07 11.31 15.62  0.069
C49 -18.79 4.86 20.37  -0.112
C50 -17.95 5.70 21.33  -0.280
C51 -16.78 6.44 20.71  -0.211
C52 -15.93 7.17 21.75  -0.224
C53 -14.97 6.32 22.55  -0.250
C54 -14.10 7.22 23.40  -0.119
H83 -18.22 3.99 20.06  0.072
H84 -19.06 5.29 19.41  0.059
H85 -19.66 4.51 20.93  0.071
H86 -18.60 6.38 21.88  0.094
H87 -17.78 4.97 22.13  0.105
H88 -17.18 7.19 20.04  0.101
H89 -16.25 5.79 20.02  0.117
H90 -15.44 8.01 21.25  0.089
H91 -16.66 7.61 22.43  0.103
H92 -15.43 5.61 23.22  0.110
H93 -14.37 5.73 21.86  0.100
H94 -13.70 8.02 22.78  0.042
H95 -14.63 7.80 24.15  0.070
H96 -13.27 6.71 23.90  0.079
C55 -9.64 20.25 26.02  -0.120
C56 -10.23 18.93 25.46  -0.230
C57 -11.82 19.02 25.13  -0.177
C58 -12.65 17.72 24.81  -0.229
C59 -14.06 18.07 24.38  -0.252
C60 -14.84 16.77 24.13  -0.107
H97 -10.04 20.52 27.00  0.069
H98 -9.68 21.04 25.27  0.071
H99 -8.57 20.07 26.13  0.064
H100 -9.64 18.64 24.59  0.092
H101 -10.09 18.09 26.14  0.084
H102 -12.01 19.73 24.32  0.097
H103 -12.36 19.48 25.95  0.094
H104 -12.12 17.01 24.16  0.107
H105 -12.74 17.21 25.77  0.076
H106 -14.56 18.74 25.08  0.111
H107 -13.99 18.55 23.40  0.105
H108 -15.84 16.93 23.72  0.065
H109 -14.34 16.10 23.42  0.050
H110 -14.92 16.24 25.08  0.053

Properties
LUMO energy (spin up / spin down) = -4.07 / -8.12 eV
Net charge = +1
HOMO-LUMO gap (spin up / spin down) = 6.835 / 2.788 eV
2S+1 = 2
HOMO energy (spin up / spin down) = -10.909 / -10.909 eV



Record 3
Formula: C4H8O3Yb
Source: OMol25
Level of theory: ωB97M-V/def2-TZVPD

Each line ends with the Löwdin charge.
Positions of all 16 atoms, in Å:
C1 3.25 0.31 -1.94  -0.284
O1 2.90 0.50 -0.61  -0.538
H1 2.46 0.67 -2.66  0.072
H2 4.19 0.82 -2.20  0.081
H3 3.38 -0.77 -2.17  0.074
O2 -0.71 1.56 -0.29  -0.090
C2 -1.84 1.10 -0.26  -0.115
C3 -2.18 -0.02 0.66  -0.153
O3 -0.97 -0.57 1.15  -0.399
C4 -1.08 -1.50 2.16  -0.004
Yb1 1.06 0.52 0.53  1.752
H4 -2.68 1.63 -0.74  0.166
H5 -2.75 -0.79 0.10  0.163
H6 -2.82 0.36 1.47  0.163
H7 -0.13 -1.98 2.42  0.042
H8 -2.08 -1.85 2.39  0.070

Properties
LUMO energy (spin up / spin down) = -5.16 / -6.30 eV
Net charge = +1
Energy relative to the best compared isomer or geometry (same formula, charge and spin) = 87.6 kcal per mole
HOMO-LUMO gap (spin up / spin down) = 4.427 / 4.622 eV
2S+1 = 2
HOMO energy (spin up / spin down) = -9.588 / -10.923 eV



Record 4
Formula: C2H6O2PS
Source: OMol25
Level of theory: ωB97M-V/def2-TZVPD

Each line ends with the Löwdin charge.
Positions of all 12 atoms, in Å:
C1 -1.27 0.72 -0.66  -0.381
C2 0.30 -0.61 1.17  -0.606
O1 1.76 -0.82 -1.07  -0.634
O2 1.83 1.36 0.11  -0.606
P1 -1.04 -1.01 -0.01  0.717
S1 1.96 -0.12 0.23  0.568
H1 -1.85 1.30 0.06  0.013
H2 -1.81 0.68 -1.60  0.009
H3 -0.29 1.17 -0.80  -0.002
H4 0.53 -1.49 1.77  0.001
H5 0.02 0.21 1.82  0.018
H6 -0.16 -1.39 -1.02  -0.098

Properties
LUMO energy = 4.07 eV
Net charge = -1
Energy relative to the best compared isomer or geometry (same formula, charge and spin) = 71.1 kcal per mole
HOMO-LUMO gap = 7.212 eV
2S+1 = 1
HOMO energy = -3.141 eV



Record 5
Formula: C9H11Cl2HoNO2
Source: OMol25
Level of theory: ωB97M-V/def2-TZVPD

Each line ends with the Löwdin charge.
Positions of all 26 atoms, in Å:
C1 -2.25 0.27 -1.30  -0.237
C2 -2.22 -1.14 -1.01  -0.237
C3 -1.11 -1.71 -1.72  -0.217
C4 -0.47 -0.66 -2.45  -0.219
C5 -1.16 0.57 -2.18  -0.227
Ho1 -0.15 -0.02 0.17  1.342
N1 -0.49 1.93 0.72  -0.235
C6 -1.10 0.98 2.01  -0.442
C7 -1.34 -0.48 2.05  -0.342
H1 -0.87 -2.77 -1.79  0.085
H2 -2.95 -1.69 -0.41  0.088
H3 0.36 -0.78 -3.15  0.093
H4 -0.95 1.54 -2.63  0.094
H5 -3.01 0.98 -0.95  0.095
H6 -2.39 -0.73 1.97  0.011
H7 -0.47 1.26 2.87  0.071
H8 -0.47 2.92 0.98  -0.020
H9 -0.83 -0.94 2.89  0.013
H10 -2.08 1.47 2.16  0.071
Cl1 4.81 -1.28 -0.71  0.594
C8 4.04 -0.13 0.40  -1.020
Cl2 4.54 1.55 0.18  0.602
C9 2.51 -0.22 0.20  -0.759
O1 1.82 -0.86 1.07  -0.132
O2 1.97 0.38 -0.78  -0.136
H11 4.26 -0.43 1.43  0.064

Properties
LUMO energy (spin up / spin down) = 2.84 / 2.84 eV
Net charge = -1
HOMO-LUMO gap (spin up / spin down) = 6.404 / 6.389 eV
2S+1 = 5
HOMO energy (spin up / spin down) = -3.566 / -3.551 eV